1.
Molecular formula: C28H32CrFN5
Method: DFT, ωB97M-V/def2-TZVPD

HOMO-LUMO gap (spin up / spin down) ... 0.174 / 0.318 hartree
⟨S²⟩ ... 6.061
ΔE to the lowest compared entry with this formula, charge and spin ... 0.00 kJ/mol

Structure (ORCA input):
```
! RIJCOSX wB97M-V def2-TZVPD def2/J DEFGRID3
* xyz 0 5
Cr -0.055 -0.462 -0.248
C -1.705 2.592 0.220
C -0.774 3.225 -0.801
C 0.671 3.313 -0.359
C 1.685 3.423 -1.306
C 2.994 3.512 -0.881
C 3.253 3.495 0.482
C 2.179 3.411 1.347
N 0.912 3.331 0.946
N -1.833 1.118 0.148
C -2.821 0.744 -0.878
C -2.928 -0.754 -0.981
C -4.005 -1.356 -1.565
C -4.108 -2.761 -1.621
C -3.103 -3.481 -0.923
C -2.053 -2.834 -0.350
N -1.863 -1.460 -0.424
C -2.320 0.651 1.467
C -1.154 0.455 2.384
C -1.153 0.863 3.709
C 0.004 0.716 4.453
C 1.139 0.203 3.845
C 1.061 -0.178 2.519
N -0.075 -0.096 1.822
H -2.711 3.020 0.124
H -1.330 2.851 1.209
H -1.126 4.246 -0.977
H -0.836 2.721 -1.768
H 1.439 3.420 -2.362
H 3.803 3.582 -1.597
H 4.262 3.549 0.867
H 2.339 3.409 2.421
H -2.493 1.206 -1.814
H -3.801 1.183 -0.641
H -4.795 -0.727 -1.964
H -4.950 -3.252 -2.083
H -3.161 -4.557 -0.817
H -1.289 -3.381 0.185
H -2.846 -0.294 1.337
H -3.022 1.375 1.896
H -2.043 1.310 4.132
H 0.030 1.030 5.488
H 2.076 0.112 4.375
H 1.921 -0.531 1.970
C 1.619 -0.182 -2.749
N 0.262 -0.660 -2.420
C -0.684 -0.016 -3.339
C 0.204 -2.124 -2.648
C 0.955 -2.839 -1.563
C 1.570 -4.059 -1.805
C 2.177 -4.747 -0.764
C 2.157 -4.203 0.510
C 1.550 -2.971 0.735
C 0.945 -2.249 -0.292
H 1.831 -0.391 -3.804
H 2.347 -0.682 -2.117
H 1.687 0.885 -2.553
H -0.412 -0.239 -4.377
H -0.652 1.065 -3.205
H -1.691 -0.388 -3.153
H 0.597 -2.354 -3.647
H -0.848 -2.418 -2.624
H 1.568 -4.479 -2.805
H 2.654 -5.702 -0.946
H 2.614 -4.738 1.334
H 1.540 -2.602 1.754
F 1.446 0.633 -0.184
*
```

Atomic partial charges in e from the natural (NBO) method, atoms 1 to 8: 1.579, -0.222, -0.438, 0.249, -0.246, -0.149, -0.262, 0.057

2.
Molecular formula: C28H32N2OS
Method: DFT, ωB97M-V/def2-TZVPD

HOMO-LUMO gap ... 0.319 hartree
Structure (SMILES) ... O=C1CCN(CCc2ccccc2)CCN1[C@H](CSc1ccccc1)Cc1ccccc1
ΔE to the lowest compared entry with this formula, charge and spin ... 0.00 kJ/mol

Structure (ORCA input):
```
! RIJCOSX wB97M-V def2-TZVPD def2/J DEFGRID3
* xyz 0 1
O -2.007 -0.890 1.293
C -1.281 0.065 1.078
N -0.952 0.457 -0.178
C -0.149 1.628 -0.445
H -0.173 1.806 -1.520
C 1.315 1.483 -0.008
N 1.466 1.779 1.400
C 0.855 0.779 2.251
C -0.677 0.865 2.211
H -0.978 1.911 2.144
H -1.085 0.443 3.131
H 1.182 0.971 3.275
H 1.160 -0.245 1.978
C 2.797 2.174 1.803
H 3.109 2.986 1.141
C 3.893 1.083 1.816
C 4.259 0.592 0.445
C 4.889 1.442 -0.458
C 5.207 1.008 -1.732
C 4.905 -0.286 -2.122
C 4.292 -1.145 -1.227
C 3.975 -0.708 0.047
H 3.494 -1.387 0.736
H 4.052 -2.156 -1.519
H 5.151 -0.624 -3.118
H 5.696 1.681 -2.422
H 5.135 2.451 -0.158
H 3.561 0.248 2.434
H 4.776 1.521 2.288
H 2.714 2.583 2.816
H 1.916 2.203 -0.569
H 1.662 0.472 -0.266
H -0.582 2.501 0.053
C -1.463 -0.331 -1.286
C -0.341 -0.957 -2.110
H 0.309 -0.203 -2.554
H -0.752 -1.576 -2.908
S 0.793 -1.966 -1.093
C -0.308 -3.082 -0.258
C -1.396 -3.659 -0.895
C -2.221 -4.518 -0.192
C -1.955 -4.817 1.133
C -0.853 -4.257 1.757
C -0.031 -3.389 1.066
H 0.824 -2.939 1.547
H -0.640 -4.486 2.791
H -2.606 -5.483 1.678
H -3.076 -4.956 -0.686
H -1.604 -3.444 -1.933
H -2.038 -1.131 -0.806
C -2.419 0.481 -2.181
C -3.414 1.220 -1.329
C -3.372 2.603 -1.223
C -4.262 3.275 -0.402
C -5.201 2.569 0.328
C -5.251 1.188 0.226
C -4.366 0.519 -0.598
H -4.408 -0.558 -0.666
H -5.981 0.631 0.793
H -5.892 3.091 0.972
H -4.218 4.353 -0.332
H -2.642 3.163 -1.791
H -1.859 1.184 -2.801
H -2.935 -0.215 -2.845
*
```

Atomic partial charges in e from the natural (NBO) method, atoms 1 to 8: -0.638, 0.706, -0.472, -0.222, 0.207, -0.241, -0.465, -0.214

3.
Molecular formula: C28H32N2OSSiV
Method: DFT, ωB97M-V/def2-TZVPD

HOMO-LUMO gap (spin up / spin down) ... 0.280 / 0.293 hartree
⟨S²⟩ ... 2.034
ΔE to the lowest compared entry with this formula, charge and spin ... 38.26 kJ/mol

Structure (ORCA input):
```
! RIJCOSX wB97M-V def2-TZVPD def2/J DEFGRID3
* xyz 1 3
V -0.522 0.133 -0.043
C 2.694 0.911 -2.279
C 2.717 0.571 -0.820
C 3.820 0.800 -0.019
C 3.754 0.455 1.330
C 2.618 -0.127 1.855
C 1.563 -0.400 0.977
N 1.622 -0.024 -0.323
N 0.324 -0.920 1.299
Si -0.085 -1.804 2.777
C -0.347 -0.606 4.190
C -1.637 -2.793 2.447
C 1.302 -3.003 3.158
H 3.116 0.087 -2.858
H 3.285 1.801 -2.490
H 1.670 1.062 -2.625
H 4.708 1.252 -0.439
H 4.597 0.658 1.978
H 2.537 -0.356 2.905
H -0.933 0.255 3.861
H 0.595 -0.234 4.599
H -0.895 -1.082 5.006
H -2.553 -2.250 2.683
H -1.621 -3.686 3.076
H -1.699 -3.134 1.411
H 2.217 -2.538 3.521
H 1.555 -3.604 2.281
H 0.966 -3.695 3.935
O -0.426 2.105 0.368
S -0.182 2.984 -0.884
C -1.443 4.226 -0.763
C -2.190 4.353 0.395
C -3.178 5.327 0.435
C -3.399 6.146 -0.663
C -2.639 5.999 -1.817
C -1.654 5.026 -1.877
C 1.301 3.875 -0.507
C 1.674 4.088 0.812
C 2.856 4.766 1.059
C 3.633 5.226 0.001
C 3.242 5.004 -1.311
C 2.068 4.313 -1.576
H -2.011 3.697 1.236
H -3.777 5.444 1.328
H -4.173 6.901 -0.625
H -2.819 6.636 -2.672
H -1.067 4.895 -2.779
H 1.063 3.711 1.622
H 3.172 4.940 2.079
H 4.553 5.758 0.203
H 3.854 5.359 -2.129
H 1.766 4.112 -2.597
C -2.631 -0.047 0.537
C -2.628 0.024 -0.881
C -3.092 1.160 -1.617
C -2.821 1.299 -2.948
C -2.047 0.347 -3.656
C -1.547 -0.731 -2.984
C -1.786 -0.876 -1.595
H -2.682 -1.034 0.979
H -3.144 0.736 1.082
H -3.703 1.892 -1.103
H -3.226 2.152 -3.479
H -1.872 0.469 -4.716
H -0.964 -1.487 -3.493
H -1.499 -1.814 -1.111
*
```

Atomic partial charges in e from the natural (NBO) method, atoms 1 to 8: 1.406, -0.649, 0.273, -0.294, -0.103, -0.303, 0.380, -0.580

4.
Molecular formula: C28H32N4O4
Method: DFT, ωB97M-V/def2-TZVPD

HOMO-LUMO gap ... 0.342 hartree
Structure (SMILES) ... COCCNC(=O)[C@H](c1ccc(C)cc1)N(C(=O)CCC(=O)Nc1ccccn1)c1cccc(C)c1
ΔE to the lowest compared entry with this formula, charge and spin ... 69.64 kJ/mol

Structure (ORCA input):
```
! RIJCOSX wB97M-V def2-TZVPD def2/J DEFGRID3
* xyz 0 1
C -1.745 0.727 5.173
H -2.009 1.238 6.097
O -1.472 -0.613 5.534
C -0.842 -1.379 4.544
H -0.678 -2.352 5.014
C -1.650 -1.567 3.246
N -1.315 -0.578 2.247
C -2.171 0.374 1.847
O -3.337 0.418 2.186
C -1.613 1.447 0.896
N -0.148 1.457 0.761
C 0.544 2.021 1.784
O -0.023 2.445 2.773
C 2.067 2.046 1.709
H 2.435 2.094 0.687
C 2.635 0.807 2.419
C 2.408 -0.423 1.564
O 1.511 -1.216 1.770
N 3.288 -0.518 0.533
C 3.359 -1.472 -0.478
N 4.171 -1.115 -1.467
C 4.334 -1.950 -2.477
C 3.712 -3.186 -2.548
C 2.875 -3.556 -1.504
C 2.682 -2.688 -0.446
H 2.040 -2.932 0.382
H 2.378 -4.515 -1.515
H 3.881 -3.840 -3.388
H 5.001 -1.608 -3.256
H 3.945 0.239 0.388
H 2.128 0.676 3.377
H 3.702 0.941 2.600
H 2.386 2.938 2.252
C 0.390 1.001 -0.469
C 0.106 -0.288 -0.899
C 0.519 -0.731 -2.148
C 1.273 0.119 -2.946
C 1.569 1.400 -2.520
C 1.107 1.857 -1.299
H 1.277 2.882 -1.003
H 2.139 2.061 -3.155
H 1.614 -0.219 -3.913
C 0.097 -2.079 -2.642
H -0.027 -2.776 -1.818
H 0.820 -2.483 -3.347
H -0.862 -1.986 -3.153
H -0.459 -0.950 -0.263
C -2.268 1.396 -0.463
C -2.178 2.505 -1.297
C -2.706 2.473 -2.571
C -3.349 1.336 -3.048
C -3.453 0.238 -2.206
C -2.917 0.263 -0.931
H -3.019 -0.603 -0.295
H -3.959 -0.652 -2.551
C -3.933 1.316 -4.427
H -3.248 1.769 -5.142
H -4.152 0.299 -4.743
H -4.861 1.887 -4.447
H -2.624 3.343 -3.207
H -1.686 3.400 -0.942
H -1.880 2.398 1.381
H -0.338 -0.556 1.983
H -2.718 -1.484 3.455
H -1.435 -2.558 2.836
H 0.137 -0.946 4.284
H -2.585 0.795 4.476
H -0.872 1.211 4.724
*
```

Atomic partial charges in e from the natural (NBO) method, atoms 1 to 8: -0.271, 0.187, -0.535, -0.062, 0.188, -0.266, -0.644, 0.693

5.
Molecular formula: C28H32N6O2
Method: DFT, ωB97M-V/def2-TZVPD

HOMO-LUMO gap ... 0.296 hartree
Structure (SMILES) ... CCOc1ccccc1CNC(=O)[C@@H]1CCCN(c2nnc(C)c3c(C)n(-c4ccccc4)nc23)C1
ΔE to the lowest compared entry with this formula, charge and spin ... 0.00 kJ/mol

Structure (ORCA input):
```
! RIJCOSX wB97M-V def2-TZVPD def2/J DEFGRID3
* xyz 0 1
C 4.848 1.924 -0.466
C 3.395 2.321 -0.673
H 2.918 2.553 0.287
O 2.743 1.218 -1.280
C 1.444 1.318 -1.634
C 0.654 2.451 -1.470
C -0.673 2.435 -1.864
C -1.234 1.300 -2.416
C -0.447 0.173 -2.592
C 0.886 0.169 -2.224
C 1.743 -1.056 -2.378
N 2.047 -1.591 -1.067
C 3.290 -1.929 -0.674
O 4.231 -2.028 -1.434
C 3.424 -2.250 0.819
C 2.784 -3.598 1.180
C 1.259 -3.533 1.164
H 0.900 -3.433 0.140
H 0.848 -4.459 1.570
C 0.754 -2.362 2.009
N 1.405 -1.127 1.626
C 0.757 0.070 1.619
N 1.458 1.165 1.832
N 0.909 2.371 1.832
C -0.350 2.583 1.585
C -1.196 1.491 1.241
C -2.499 1.293 0.785
N -2.615 -0.040 0.578
N -1.500 -0.722 0.855
C -0.623 0.186 1.270
C -3.712 -0.752 0.064
C -3.467 -1.743 -0.880
C -4.521 -2.466 -1.404
C -5.818 -2.207 -0.990
C -6.057 -1.233 -0.034
C -5.008 -0.506 0.501
H -5.195 0.227 1.270
H -7.064 -1.042 0.304
H -6.641 -2.768 -1.404
H -4.332 -3.232 -2.140
H -2.450 -1.930 -1.183
C -3.570 2.275 0.488
H -4.162 2.494 1.378
H -4.235 1.897 -0.287
H -3.125 3.206 0.147
C -0.835 3.994 1.656
H -1.723 4.062 2.283
H -0.048 4.617 2.072
H -1.085 4.362 0.662
C 2.847 -1.154 1.724
H 3.153 -1.349 2.761
H 3.214 -0.168 1.438
H 0.971 -2.564 3.069
H -0.323 -2.246 1.884
H 3.118 -3.875 2.184
H 3.133 -4.366 0.488
H 4.501 -2.318 1.006
H 1.366 -1.392 -0.348
H 1.221 -1.811 -2.978
H 2.696 -0.815 -2.860
H -0.872 -0.716 -3.036
H -2.273 1.288 -2.712
H -1.271 3.326 -1.739
H 1.066 3.343 -1.026
H 3.334 3.200 -1.330
H 5.389 2.740 0.003
H 4.907 1.044 0.168
H 5.310 1.685 -1.421
*
```

Atomic partial charges in e from the natural (NBO) method, atoms 1 to 8: -0.614, -0.072, 0.206, -0.509, 0.310, -0.305, -0.189, -0.264

6.
Molecular formula: C28H32N8O5PrS5
Method: DFT, ωB97M-V/def2-TZVPD

HOMO-LUMO gap (spin up / spin down) ... 0.246 / 0.250 hartree
⟨S²⟩ ... 2.002

Structure (ORCA input):
```
! RIJCOSX wB97M-V def2-TZVPD def2/J DEFGRID3
* xyz 1 3
Pr 0.048 1.659 -0.423
C -0.802 5.587 0.653
C -0.057 5.800 -0.551
S 1.283 4.535 -0.912
C 1.240 4.568 -2.731
C 1.702 3.332 -3.453
S 0.680 1.763 -3.458
C -0.845 2.284 -4.469
C -1.931 3.093 -3.816
S -2.391 2.637 -2.091
C -3.035 4.288 -1.522
C -3.147 4.146 -0.035
S -1.638 3.988 0.898
H -1.685 6.227 0.805
H -0.239 5.744 1.595
H 0.532 6.708 -0.437
H -0.759 5.903 -1.380
H 1.769 5.460 -2.987
H 0.215 4.692 -2.893
H 2.644 2.939 -3.031
H 1.916 3.508 -4.498
H -1.145 1.260 -4.648
H -0.442 2.619 -5.442
H -2.786 2.992 -4.489
H -1.538 4.119 -3.697
H -4.022 4.344 -1.979
H -2.419 5.137 -1.760
H -3.683 3.277 0.258
H -3.610 5.081 0.339
C 0.853 -3.536 -3.292
N 1.295 -2.330 -2.696
C 0.608 -1.515 -1.902
N 1.459 -0.577 -1.400
C 2.650 -0.835 -2.007
N 2.607 -1.874 -2.798
C 0.052 -4.486 -2.308
C -0.427 -5.677 -2.925
C -1.206 -6.546 -2.218
C -1.472 -6.282 -0.843
C -0.910 -5.192 -0.234
C -0.125 -4.275 -0.942
C -1.018 -4.882 1.201
N -2.028 -5.120 1.972
N -1.830 -4.497 3.142
C -0.693 -3.938 3.145
O -0.090 -4.158 1.925
C -0.141 -3.073 4.153
C -0.479 -3.104 5.468
C 0.200 -2.319 6.432
C 1.295 -1.634 6.013
C 1.602 -1.442 4.691
C 2.786 -0.575 4.391
N 2.549 0.399 3.328
C 1.504 0.437 2.422
N 1.732 1.470 1.596
C 2.921 1.958 1.941
N 3.433 1.372 2.993
C 0.853 -2.136 3.719
H 1.802 -4.041 -3.721
H 0.201 -3.252 -4.183
H -0.443 -1.471 -1.747
H 3.589 -0.288 -1.791
H -0.176 -5.775 -3.956
H -1.286 -7.558 -2.573
H -2.155 -6.884 -0.296
H 0.269 -3.439 -0.399
H -1.343 -3.703 5.792
H 0.003 -2.546 7.468
H 1.907 -1.049 6.688
H 3.702 -1.118 4.140
H 3.027 -0.001 5.302
H 0.617 -0.171 2.497
H 3.397 2.796 1.388
H 1.264 -2.102 2.721
O -1.156 -1.891 1.143
S -1.684 -0.584 0.794
O -1.542 -0.322 -0.695
O -0.752 0.511 1.439
O -3.075 -0.434 1.178
*
```

Atomic partial charges in e from the Löwdin method, atoms 1 to 8: 0.787, -0.508, -0.460, 0.886, -0.478, -0.450, 0.868, -0.431

7.
Molecular formula: C28H33AsF7N5SiTi
Method: DFT, ωB97M-V/def2-TZVPD

HOMO-LUMO gap ... 0.260 hartree
ΔE to the lowest compared entry with this formula, charge and spin ... 95.99 kJ/mol

Structure (ORCA input):
```
! RIJCOSX wB97M-V def2-TZVPD def2/J DEFGRID3
* xyz 2 1
Ti -0.321 0.072 0.250
C -1.656 -2.322 1.995
C -1.797 -1.335 3.135
C -2.440 -0.060 2.680
C -3.424 0.527 3.456
C -4.054 1.680 3.025
C -3.694 2.213 1.799
C -2.705 1.589 1.075
N -2.071 0.470 1.496
N -0.482 -2.019 1.137
C 0.754 -2.354 1.919
C 1.546 -1.164 2.370
C 2.501 -1.305 3.359
C 3.275 -0.209 3.706
C 3.060 0.995 3.055
C 2.073 1.066 2.094
N 1.320 0.003 1.750
C -0.550 -2.915 -0.050
C 0.646 -2.628 -0.902
C 1.256 -3.576 -1.698
C 2.447 -3.250 -2.328
C 3.006 -2.002 -2.099
C 2.323 -1.102 -1.304
N 1.142 -1.392 -0.741
H -2.544 -2.308 1.368
H -1.543 -3.341 2.375
H -0.830 -1.131 3.604
H -2.419 -1.778 3.911
H -3.689 0.071 4.400
H -4.819 2.148 3.630
H -4.153 3.109 1.406
H -2.401 1.987 0.119
H 1.403 -2.982 1.308
H 0.477 -2.957 2.785
H 2.639 -2.262 3.846
H 4.032 -0.295 4.474
H 3.637 1.877 3.289
H 1.867 1.992 1.582
H -1.482 -2.725 -0.579
H -0.551 -3.961 0.271
H 0.818 -4.561 -1.799
H 2.949 -3.971 -2.960
H 3.956 -1.721 -2.529
H 2.727 -0.119 -1.109
C -3.096 -2.259 -2.488
Si -3.114 -0.557 -1.686
C -4.284 -0.730 -0.245
C -3.797 0.837 -2.709
N -1.341 -0.108 -1.349
C -0.660 0.132 -2.589
C -1.023 -0.279 -3.877
C -0.259 0.084 -4.978
C 0.884 0.859 -4.848
C 1.292 1.264 -3.586
C 0.509 0.870 -2.536
F 0.904 1.182 -1.247
H -3.738 -2.259 -3.374
H -3.519 -2.999 -1.804
H -2.113 -2.610 -2.806
H -5.170 -1.160 -0.727
H -4.597 0.215 0.192
H -4.016 -1.416 0.554
H -4.872 0.679 -2.828
H -3.364 0.953 -3.699
H -3.667 1.784 -2.179
H -1.908 -0.867 -4.052
H -0.576 -0.243 -5.959
H 1.456 1.145 -5.720
H 2.174 1.867 -3.416
F -0.162 1.913 0.702
As 0.071 4.071 0.248
F -0.563 3.523 -1.243
F 1.621 3.544 -0.251
F 0.265 5.691 -0.109
F 0.634 4.040 1.855
F -1.527 4.154 0.845
*
```

Atomic partial charges in e from the Löwdin method, atoms 1 to 8: 1.222, -0.150, -0.078, -0.237, 0.022, 0.014, -0.017, -0.155